Here is C37H51Cl2N2O6Sb2Se4SiSn as an isolated structure from OMol25. Energies are from ωB97M-V with the def2-TZVPD basis set.

Orbital gap (Ha): 0.2205
Lowest unoccupied orbital energy (hartree): 0.0557
Total charge: -1
E (eV): -367681.7904
HOMO level (eV): -4.48

Geometry (Å):
Sn 0.517 0.885 -0.053
O -3.272 -0.298 -2.840
C -2.183 0.212 -2.237
O -2.115 0.328 -1.039
C -1.079 0.522 -3.179
C -1.182 0.208 -4.520
C -0.079 0.456 -5.329
C 1.051 1.000 -4.768
C 1.052 1.318 -3.401
N 0.006 1.080 -2.622
C 2.270 2.019 -2.861
O 3.383 1.515 -3.494
O 2.389 2.052 -1.492
H -3.899 -0.510 -2.134
H -2.090 -0.225 -4.910
H -0.107 0.220 -6.385
H 1.933 1.217 -5.350
H 3.825 2.222 -4.025
C -0.520 2.759 0.356
Si -1.437 2.790 1.961
C -2.147 1.038 2.214
N -1.138 0.008 1.962
C -1.694 -1.306 1.610
C -1.858 -2.222 2.816
C -0.482 -2.523 3.439
C 0.527 -1.441 3.048
C -0.148 -0.079 3.053
C -2.940 3.938 1.907
C -3.076 5.028 2.768
C -4.171 5.878 2.690
C -5.160 5.653 1.746
C -5.047 4.576 0.877
C -3.948 3.735 0.961
C -0.426 3.281 3.466
C 0.799 3.933 3.341
C 1.522 4.321 4.463
C 1.027 4.065 5.732
C -0.197 3.424 5.878
C -0.913 3.042 4.754
H 0.214 3.566 0.275
H -1.254 2.902 -0.445
H -2.927 0.948 1.452
H -2.645 0.900 3.188
H -1.035 -1.783 0.875
H -2.644 -1.135 1.107
H -2.363 -3.144 2.514
H -2.512 -1.739 3.548
H -0.120 -3.506 3.127
H -0.570 -2.555 4.529
H 0.936 -1.624 2.050
H 1.381 -1.432 3.728
H 0.588 0.720 2.944
H -0.640 0.086 4.026
H -2.308 5.219 3.509
H -4.247 6.721 3.366
H -6.013 6.318 1.680
H -5.810 4.397 0.130
H -3.869 2.908 0.260
H 1.216 4.138 2.364
H 2.473 4.821 4.332
H 1.588 4.368 6.608
H -0.592 3.222 6.867
H -1.867 2.539 4.887
Cl 3.740 -0.906 1.281
C 4.088 0.652 2.057
Cl 3.561 0.655 3.748
C 3.369 1.754 1.271
O 4.153 2.486 0.613
O 2.137 1.844 1.328
H 5.160 0.803 2.027
C 0.164 -6.100 -0.945
C 0.562 -4.810 -0.242
C 1.866 -4.976 0.536
Sb 0.725 -2.970 -1.394
C 2.439 -3.367 -2.663
C 2.647 -4.762 -3.235
C 2.447 -2.298 -3.756
C -0.939 -3.189 -2.778
C -0.877 -4.256 -3.861
C -2.211 -3.306 -1.942
H 0.148 -6.932 -0.232
H 0.863 -6.368 -1.740
H -0.830 -6.034 -1.391
H -0.223 -4.561 0.481
H 2.702 -5.208 -0.130
H 1.789 -5.797 1.256
H 2.131 -4.073 1.092
H 3.273 -3.148 -1.988
H 1.818 -5.079 -3.870
H 2.770 -5.513 -2.453
H 3.553 -4.780 -3.850
H 1.587 -2.397 -4.426
H 3.348 -2.379 -4.372
H 2.434 -1.287 -3.343
H -0.955 -2.213 -3.272
H -0.765 -5.260 -3.446
H -0.046 -4.089 -4.546
H -1.798 -4.250 -4.455
H -2.250 -4.256 -1.402
H -3.102 -3.257 -2.577
H -2.284 -2.507 -1.196
Se 3.180 4.137 -5.284
Sb 3.542 3.797 -1.065
Se 2.448 5.463 0.231
Se 5.691 3.769 -2.039
Se 1.974 3.986 -3.353

Atom charges from the Mulliken analysis, given in e for atoms 1 to 99: Sn 2.326; O -0.539; C -0.645; O 0.095; C 0.398; C -0.667; C -0.945; C -0.847; C -0.201; N 0.492; C 0.638; O -0.422; O -0.948; H 0.483; H 0.556; H 0.422; H 0.536; H 0.290; C -0.812; Si -0.791; C -0.854; N 0.807; C 0.081; C -1.307; C -0.770; C -0.132; C -0.256; C 0.718; C -0.316; C -0.740; C -0.449; C -0.733; C -0.394; C 0.643; C 0.176; C -0.513; C -0.537; C -0.740; C -0.051; H 0.257; H 0.551; H 0.583; H 0.391; H -0.526; H 0.680; H 0.451; H 0.381; H 0.383; H 0.352; H -0.367; H 0.571; H -0.122; H 0.255; H 0.328; H 0.389; H 0.362; H 0.403; H 0.278; H -0.245; H 0.466; H 0.370; H 0.393; H 0.394; Cl -0.110; C 0.214; Cl -0.171; C 0.091; O -0.741; O -0.713; H 0.525; C -1.373; C 0.799; C -1.437; Sb -0.135; C 0.406; C -1.475; C -1.472; C 1.326; C -1.503; C -1.195; H 0.474; H 0.174; H 0.260; H 0.152; H 0.290; H 0.455; H 0.237; H 0.465; H 0.186; H 0.265; H 0.481; H 0.109; H 0.512; H 0.335; H -0.721; H 0.197; H 0.283; H 0.482; H 0.269

***

Here is C37H52AsN4O3OsSi3 as an isolated structure from OMol25. Energies are from ωB97M-V with the def2-TZVPD basis set.

Orbital gap (spin up / spin down) (Ha): 0.2488 / 0.1721
Lowest unoccupied orbital energy (spin up / spin down) (hartree): -0.3194 / -0.3946
Total charge: +3
Spin multiplicity: 5
E (eV): -138231.8747
Relative energy (zero: lowest compared OMol25 entry of this formula, charge and spin) (kJ/mol): 54.5
HOMO level (spin up / spin down) (eV): -15.46 / -15.42

Geometry (Å):
Os 0.780 1.029 -0.829
C 1.155 5.193 -1.899
C 1.354 3.746 -1.631
N 0.392 2.879 -1.591
N -0.920 3.194 -1.810
C -1.671 2.126 -1.637
O -1.172 0.943 -1.338
C -3.124 2.239 -1.791
C -3.919 1.092 -1.712
C -5.292 1.194 -1.849
C -5.878 2.436 -2.059
C -5.091 3.578 -2.138
C -3.718 3.484 -2.010
C 2.687 3.156 -1.385
C 3.852 3.881 -1.529
C 5.078 3.246 -1.351
C 5.098 1.897 -1.058
C 3.895 1.220 -0.939
N 2.713 1.825 -1.067
H 0.095 5.415 -1.983
H 1.643 5.485 -2.832
H 1.600 5.785 -1.098
H -3.453 0.129 -1.567
H -5.909 0.306 -1.807
H -6.951 2.513 -2.173
H -5.551 4.541 -2.310
H -3.099 4.367 -2.089
H 3.805 4.928 -1.787
H 6.000 3.801 -1.459
H 6.029 1.362 -0.933
H 3.862 0.159 -0.745
C -1.843 -4.145 4.992
O -1.442 -2.837 4.542
C -2.341 -2.075 3.891
C -3.592 -2.494 3.456
C -4.429 -1.590 2.825
C -4.045 -0.267 2.618
C -2.807 0.163 3.047
C -1.950 -0.739 3.674
N -0.736 -0.402 4.319
C -0.038 0.681 4.430
C -0.150 1.935 3.700
C -0.183 3.074 4.476
C -0.438 4.334 3.913
C -0.622 4.461 2.526
C -0.470 3.376 1.711
C -0.154 2.068 2.240
O 0.187 1.096 1.513
H -1.020 -4.514 5.594
H -2.002 -4.802 4.137
H -2.746 -4.077 5.597
H -3.914 -3.512 3.615
H -5.408 -1.918 2.505
H -4.722 0.432 2.147
H -2.546 1.202 2.940
H -0.446 -1.178 4.921
H 0.685 0.662 5.239
H -0.072 2.990 5.550
H -0.522 5.201 4.553
H -0.862 5.428 2.103
H -0.591 3.477 0.644
C -1.759 -2.447 -0.155
Si -0.507 -2.977 -1.428
C -1.312 -3.063 -3.100
C 0.362 -4.599 -1.103
As 1.296 -1.310 -1.180
Si 2.565 -2.206 0.729
C 1.253 -2.595 2.007
C 3.580 -0.806 1.463
C 3.623 -3.638 0.176
Si 2.057 -1.335 -3.543
C 0.573 -0.607 -4.421
C 3.523 -0.217 -3.825
C 2.525 -3.101 -3.900
H -2.593 -3.151 -0.113
H -2.154 -1.467 -0.422
H -1.323 -2.376 0.839
H -2.020 -3.895 -3.042
H -0.622 -3.292 -3.909
H -1.878 -2.169 -3.356
H -0.258 -5.409 -1.495
H 0.530 -4.800 -0.049
H 1.320 -4.650 -1.621
H 0.479 -1.825 1.991
H 1.721 -2.581 2.994
H 0.784 -3.566 1.879
H 3.071 0.158 1.387
H 4.573 -0.719 1.024
H 3.727 -1.016 2.525
H 3.137 -4.593 0.371
H 4.562 -3.629 0.732
H 3.866 -3.591 -0.884
H -0.155 -0.189 -3.725
H 0.061 -1.340 -5.042
H 0.910 0.196 -5.079
H 3.329 0.818 -3.546
H 3.728 -0.224 -4.899
H 4.427 -0.566 -3.324
H 1.668 -3.759 -4.039
H 3.148 -3.512 -3.107
H 3.111 -3.128 -4.822

Atom charges from the Mulliken analysis, given in e for atoms 1 to 99: Os 2.446; C -1.999; C 0.878; N 0.575; N -1.193; C -0.009; O -0.115; C 0.277; C -0.050; C -0.991; C -0.433; C -0.842; C -0.433; C 0.964; C -0.845; C -0.717; C -1.382; C -0.628; N 0.028; H 0.355; H 0.474; H 0.423; H 0.452; H 0.471; H 0.445; H 0.433; H 0.512; H 0.551; H 0.468; H 0.579; H 0.934; C -0.997; O -0.514; C 0.860; C -0.547; C -0.844; C -0.965; C -0.485; C 0.342; N 0.380; C -0.581; C 0.252; C -0.605; C -0.721; C -0.893; C -0.179; C 0.497; O -0.762; H 0.274; H 0.378; H 0.437; H 0.532; H 0.454; H 0.517; H 0.543; H 0.275; H 0.622; H 0.562; H 0.450; H 0.521; H 0.595; C 0.136; Si 0.339; C -1.043; C -1.102; As -0.353; Si 0.606; C -0.213; C -1.179; C -1.057; Si 0.418; C -0.753; C -1.102; C -0.962; H 0.609; H -0.378; H -0.438; H 0.451; H 0.262; H 0.293; H 0.499; H 0.334; H 0.298; H -0.713; H 0.600; H 0.389; H 0.185; H 0.394; H 0.567; H 0.362; H 0.447; H 0.252; H -0.127; H 0.459; H 0.472; H 0.254; H 0.485; H 0.302; H 0.304